Formula: C39H59N10O5
Source: OMol25
Level of theory: the ωB97M-V functional and the def2-TZVPD basis

Each atom is followed by the atoms it is bonded to, with distances in Å.
Cartesian coordinates (Å):
1 C -0.64888 -1.02726 2.32216  C2 1.535, H12 1.013, H13 1.146, H14 1.279
2 C -0.68488 0.06074 1.24016  C1 1.535, C3 1.536, N7 1.524, C11 1.574
3 C -0.25488 1.42374 1.80416  C2 1.536, C4 1.517, H15 1.032, H16 1.145
4 C 1.25412 1.56974 1.86516  C3 1.517, C5 1.524, H17 0.980, H18 1.002
5 C 1.67912 1.47674 0.40416  C4 1.524, C6 1.583, H19 1.150, H20 1.146
6 C 1.40912 0.04074 -0.20584  C5 1.583, N7 1.406, C9 1.504, C10 1.559
7 N 0.06412 -0.32726 -0.02884  C2 1.524, C6 1.406, O8 1.300
8 O -0.38788 -1.29526 -0.76984  N7 1.300
9 C 2.29012 -1.06426 0.31016  C6 1.504, H21 0.972, H22 1.263, H23 0.972
10 C 1.74112 0.14074 -1.72584  C6 1.559, H24 1.015, H25 0.971, H26 0.944
11 C -2.20388 0.17374 0.84316  C2 1.574, H27 1.085, H28 1.101, H29 1.012
12 H -0.86288 -1.87626 1.81316  C1 1.013
13 H -1.49288 -0.97826 3.09616  C1 1.146
14 H 0.48912 -1.08526 2.90316  C1 1.279
15 H -0.72388 1.58374 2.70916  C3 1.032
16 H -0.56188 2.30874 1.14616  C3 1.145
17 H 1.69012 0.84574 2.36116  C4 0.980
18 H 1.26612 2.47874 2.28716  C4 1.002
19 H 2.80212 1.72274 0.36616  C5 1.150
20 H 1.60712 2.45874 -0.18284  C5 1.146
21 H 3.24712 -0.89726 0.27216  C9 0.972
22 H 1.93212 -2.23626 0.00416  C9 1.263
23 H 2.25512 -1.06526 1.28116  C9 0.972
24 H 1.09212 0.71774 -2.25084  C10 1.015
25 H 1.75712 -0.68226 -2.24084  C10 0.971
26 H 2.63312 0.44574 -1.68384  C10 0.944
27 H -2.10488 0.98774 0.13316  C11 1.085
28 H -3.14988 0.58974 1.22216  C11 1.101
29 H -2.54688 -0.60826 0.30016  C11 1.012
30 N 0.70012 0.58774 6.36116  C31 1.392, C34 1.387, H35 0.904
31 C 0.54512 -0.51326 5.52416  N30 1.392, C32 1.493, H36 1.121
32 C 1.84512 -1.20326 5.27416  C31 1.493, C33 1.516, H37 1.010
33 C 2.87112 -0.20526 5.77316  C32 1.516, C34 1.584, H38 1.095
34 C 2.03512 0.78974 6.67916  N30 1.387, C33 1.584, H39 1.084
35 H -0.02488 1.05774 6.62716  N30 0.904
36 H -0.48888 -0.91026 5.34816  C31 1.121
37 H 2.10912 -1.97426 4.67716  C32 1.010
38 H 3.96312 -0.12426 5.75816  C33 1.095
39 H 2.50712 1.36274 7.46916  C34 1.084
40 N -5.70888 -0.28326 2.75116  C41 1.462, C44 1.420, H45 1.049
41 C -5.12488 -1.51126 2.21316  N40 1.462, C42 1.479, H46 1.103
42 C -4.11888 -2.03326 3.16316  C41 1.479, C43 1.516, H47 1.134
43 C -4.02088 -0.93026 4.19816  C42 1.516, C44 1.529, H48 1.077
44 C -5.03988 0.17474 3.91716  N40 1.420, C43 1.529, H49 1.031
45 H -6.43988 0.31674 2.29716  N40 1.049
46 H -5.46388 -2.00226 1.28516  C41 1.103
47 H -3.66288 -3.06426 3.28416  C42 1.134
48 H -3.48088 -0.99626 5.12816  C43 1.077
49 H -5.24488 0.98774 4.51716  C44 1.031
50 N 2.13712 -0.99426 -6.10584  C51 1.432, C54 1.425, H55 0.959
51 C 3.22112 -1.32226 -6.98184  N50 1.432, C52 1.672, H56 1.045
52 C 4.26512 -0.08226 -6.57084  C51 1.672, C53 1.563, H57 0.926
53 C 3.41712 0.89074 -5.68884  C52 1.563, C54 1.488, H58 1.117
54 C 2.18812 0.16174 -5.27384  N50 1.425, C53 1.488, H59 0.903
55 H 1.53512 -1.73726 -6.03384  N50 0.959
56 H 3.28712 -2.16026 -7.60284  C51 1.045
57 H 5.08312 0.25374 -6.84584  C52 0.926
58 H 3.81412 1.83574 -5.24584  C53 1.117
59 H 1.50912 0.27274 -4.68884  C54 0.903
60 N 3.47112 -4.72926 2.27116  C61 1.347, C64 1.442, H65 1.112
61 C 2.60512 -4.27126 3.19616  N60 1.347, C62 1.552, H66 1.076
62 C 1.23312 -4.06626 2.50016  C61 1.552, C63 1.546, H67 1.051
63 C 1.45112 -4.60426 1.06716  C62 1.546, C64 1.430, H68 1.007
64 C 2.78812 -5.11026 1.05916  N60 1.442, C63 1.430, H69 1.020
65 H 4.56012 -4.83526 2.46916  N60 1.112
66 H 2.86012 -4.10226 4.22816  C61 1.076
67 H 0.31112 -3.79726 2.92816  C62 1.051
68 H 0.93512 -4.50026 0.20816  C63 1.007
69 H 3.23212 -5.52526 0.24016  C64 1.020
70 N 2.34312 4.67374 -1.63284  C71 1.365, C74 1.374, H75 0.869
71 C 3.16412 4.89874 -0.56584  N70 1.365, C72 1.596, H76 1.066
72 C 4.31512 3.81474 -0.78084  C71 1.596, C73 1.456, H77 1.120
73 C 3.97912 3.02774 -1.95884  C72 1.456, C74 1.493, H78 1.027
74 C 2.82212 3.76574 -2.54584  N70 1.374, C73 1.493, H79 1.019
75 H 1.69612 5.22074 -1.82684  N70 0.869
76 H 2.84912 5.56374 0.20516  C71 1.066
77 H 5.24812 3.69274 -0.17384  C72 1.120
78 H 4.58512 2.45874 -2.56184  C73 1.027
79 H 2.33912 3.71774 -3.44184  C74 1.019
80 N 0.46412 -3.73526 -5.31584  C81 1.432, C84 1.439, H85 1.006
81 C -0.61588 -3.32826 -6.16384  N80 1.432, C82 1.496, H86 1.103
82 C -1.23688 -2.06326 -5.66284  C81 1.496, C83 1.532, H87 1.076
83 C -0.56188 -1.85326 -4.30384  C82 1.532, C84 1.520, H88 1.001
84 C 0.48812 -2.93626 -4.11884  N80 1.439, C83 1.520, H89 1.197
85 H 1.17512 -4.30226 -5.74484  N80 1.006
86 H -0.83788 -4.01826 -6.99584  C81 1.103
87 H -1.74888 -1.35126 -6.28584  C82 1.076
88 H -0.88588 -1.22026 -3.59884  C83 1.001
89 H 1.37512 -2.98226 -3.31684  C84 1.197
90 N -1.44688 3.85174 4.15516  C91 1.373, C94 1.450, H95 0.909
91 C -0.98288 4.54774 3.06616  N90 1.373, C92 1.576, H96 1.092
92 C -2.24488 4.69174 2.13316  C91 1.576, C93 1.558, H97 1.046
93 C -3.32288 3.87774 2.90916  C92 1.558, C94 1.453, H98 1.013
94 C -2.85988 3.53874 4.24416  N90 1.450, C93 1.453, H99 1.031
95 H -0.98588 3.65274 4.91316  N90 0.909
96 H -0.00488 5.02374 2.97216  C91 1.092
97 H -2.49588 5.14574 1.22516  C92 1.046
98 H -4.22188 3.71374 2.47116  C93 1.013
99 H -3.44588 3.13174 4.98816  C94 1.031
100 C -3.73488 -3.08626 -2.42784  N101 1.502, H104 1.186, H105 0.991, H106 1.194
101 N -3.82388 -1.66526 -1.95084  C100 1.502, O102 1.194, O103 1.135
102 O -4.73588 -1.61926 -1.18084  N101 1.194
103 O -3.08988 -0.82526 -2.15984  N101 1.135
104 H -4.84488 -3.47526 -2.57884  C100 1.186
105 H -3.12588 -3.56426 -1.80884  C100 0.991
106 H -3.16888 -3.04926 -3.47884  C100 1.194
107 C -3.06188 2.51974 -3.13484  N108 1.440, H111 1.120, H112 1.135, H113 1.231
108 N -1.72188 2.01874 -2.97484  C107 1.440, O109 1.236, O110 1.196
109 O -1.14988 2.14274 -1.88584  N108 1.236
110 O -1.31188 1.59774 -4.01684  N108 1.196
111 H -3.79288 1.67374 -3.19784  C107 1.120
112 H -3.27888 2.80274 -4.21284  C107 1.135
113 H -3.34988 3.32474 -2.24884  C107 1.231

Computed properties:
max |F| = 15.78 eV/Å
charge = +1
relative energy (zero: lowest compared OMol25 entry of this formula, charge and spin) = 371.1 kJ/mol

Formula: C39H59O9P
Source: OMol25
Level of theory: the ωB97M-V functional and the def2-TZVPD basis

Each atom is followed by the atoms it is bonded to, with distances in Å.
Cartesian coordinates (Å):
1 C 0.20826 2.87674 -4.86985  C2 1.635, H22 1.143, H23 1.152, H24 1.155
2 C -1.10292 3.71484 -4.36934  C1 1.635, P3 1.924, H25 1.154, H26 1.149
3 P -2.00313 2.83685 -2.91254  C2 1.924, C4 1.925, C6 1.913
4 C -1.53689 0.98892 -3.18067  P3 1.925, C5 1.613, H27 1.158, H28 1.145
5 C -2.56658 -0.03145 -2.47367  C4 1.613, H29 1.146, H30 1.156, H31 1.157
6 C -0.95601 3.31724 -1.38555  P3 1.913, C7 1.565, C11 1.572
7 C -0.24108 4.70083 -1.23025  C6 1.565, C8 1.576, H32 1.138
8 C 0.62660 5.03487 0.04187  C7 1.576, C9 1.543, H33 1.141
9 C 0.76439 3.93954 1.11989  C8 1.543, C10 1.575, C20 1.614
10 C 0.05186 2.54641 0.94108  C9 1.575, C11 1.545, C12 1.614
11 C -0.82504 2.20327 -0.28365  C6 1.572, C10 1.545, H34 1.137
12 C 0.27080 1.43409 2.09051  C10 1.614, O13 1.263, C14 1.615
13 O -0.64646 0.66317 2.49024  C12 1.263
14 C 1.78181 1.36251 2.65649  C12 1.615, C15 1.546, C19 1.575
15 C 2.48065 0.01389 2.94449  C14 1.546, C16 1.570, H35 1.137
16 C 3.96604 0.09963 3.44515  C15 1.570, C17 1.571, H36 1.141
17 C 4.66842 1.48963 3.65528  C16 1.571, C18 1.570, H37 1.140
18 C 3.95254 2.85575 3.36190  C17 1.570, C19 1.559, H38 1.149
19 C 2.48387 2.75934 2.84811  C14 1.575, C18 1.559, C20 1.616
20 C 1.64764 4.08711 2.46255  C9 1.614, C19 1.616, O21 1.257
21 O 1.64895 5.13565 3.15535  C20 1.257
22 H 0.75700 2.37224 -4.00293  C1 1.143
23 H 0.96474 3.56105 -5.40416  C1 1.152
24 H -0.07867 2.06949 -5.64400  C1 1.155
25 H -0.68623 4.74331 -4.05285  C2 1.154
26 H -1.77658 3.79899 -5.29574  C2 1.149
27 H -0.44538 0.81531 -2.83651  C4 1.158
28 H -1.53960 0.77697 -4.30580  C4 1.145
29 H -3.25826 -0.51991 -3.24659  C5 1.146
30 H -1.92548 -0.81265 -1.91204  C5 1.156
31 H -3.14824 0.54802 -1.65854  C5 1.157
32 H -0.30639 5.50577 -2.03235  C7 1.138
33 H 1.17067 6.02723 0.18422  C8 1.141
34 H -1.32424 1.18299 -0.32801  C11 1.137
35 H 1.92603 -0.95986 2.75382  C15 1.137
36 H 4.52920 -0.87316 3.63864  C16 1.141
37 H 5.75488 1.49965 4.00053  C17 1.140
38 H 4.47182 3.86957 3.51383  C18 1.149
39 C 2.57251 -3.47119 5.49881  C40 1.505, H43 1.093, H44 1.092, H45 1.092
40 C 4.04043 -3.44034 5.83090  C39 1.505, C41 1.504, O42 1.219
41 C 4.48518 -4.16480 7.07182  C40 1.504, H46 1.092, H47 1.092, H48 1.092
42 O 4.83753 -2.85143 5.12158  C40 1.219
43 H 2.39739 -2.90839 4.57887  C39 1.093
44 H 2.24823 -4.50288 5.34566  C39 1.092
45 H 1.99909 -3.00998 6.30566  C39 1.092
46 H 4.24526 -5.22667 6.98746  C41 1.092
47 H 3.99652 -3.73407 7.94872  C41 1.092
48 H 5.56606 -4.05802 7.18535  C41 1.092
49 C -1.82672 0.73312 -8.06069  C50 1.506, H53 1.093, H54 1.092, H55 1.092
50 C -0.91064 -0.22124 -7.34168  C49 1.506, C51 1.505, O52 1.219
51 C -0.71971 -1.58577 -7.94604  C50 1.505, H56 1.093, H57 1.092, H58 1.092
52 O -0.34597 0.09968 -6.31051  C50 1.219
53 H -1.86930 1.67700 -7.51218  C49 1.093
54 H -1.44517 0.92870 -9.06504  C49 1.092
55 H -2.83350 0.31319 -8.11346  C49 1.092
56 H -0.28887 -1.49322 -8.94575  C51 1.093
57 H -1.67781 -2.10842 -7.99343  C51 1.092
58 H -0.03520 -2.16514 -7.32225  C51 1.092
59 C -1.81600 4.99696 3.70978  C60 1.505, H63 1.092, H64 1.093, H65 1.091
60 C -2.90499 3.95771 3.70458  C59 1.505, C61 1.506, O62 1.218
61 C -2.78948 2.82712 4.69223  C60 1.506, H66 1.092, H67 1.092, H68 1.092
62 O -3.84336 4.02846 2.93161  C60 1.218
63 H -2.03016 5.74908 2.94732  C59 1.092
64 H -1.77528 5.48835 4.68470  C59 1.093
65 H -0.85633 4.53047 3.48071  C59 1.091
66 H -2.79226 3.22178 5.71090  C61 1.092
67 H -1.87243 2.26351 4.50652  C61 1.092
68 H -3.64289 2.15539 4.57458  C61 1.092
69 C 0.70207 -3.58529 -12.97082  C70 1.505, H73 1.092, H74 1.092, H75 1.092
70 C 0.68346 -3.27667 -11.49747  C69 1.505, C71 1.506, O72 1.217
71 C 0.69923 -4.44246 -10.54457  C70 1.506, H76 1.092, H77 1.092, H78 1.092
72 O 0.65681 -2.12901 -11.09220  C70 1.217
73 H 0.68782 -2.65116 -13.53640  C69 1.092
74 H 1.61160 -4.13413 -13.22412  C69 1.092
75 H -0.18010 -4.17057 -13.23908  C69 1.092
76 H 1.60863 -5.02928 -10.69021  C71 1.092
77 H -0.18308 -5.06573 -10.70525  C71 1.092
78 H 0.68314 -4.07085 -9.51764  C71 1.092
79 C -1.13726 -2.49270 1.63315  C80 1.505, H83 1.091, H84 1.092, H85 1.093
80 C -1.56418 -2.91311 0.25305  C79 1.505, C81 1.506, O82 1.219
81 C -2.07421 -4.31948 0.08343  C80 1.506, H86 1.092, H87 1.092, H88 1.092
82 O -1.50031 -2.14607 -0.69184  C80 1.219
83 H -0.79332 -1.45725 1.60652  C79 1.091
84 H -1.98242 -2.56258 2.32119  C79 1.092
85 H -0.31601 -3.12610 1.97680  C79 1.093
86 H -2.96101 -4.47034 0.70265  C81 1.092
87 H -1.29462 -5.03306 0.35860  C81 1.092
88 H -2.34522 -4.48274 -0.96200  C81 1.092
89 C -6.65568 5.02898 8.25874  C90 1.506, H93 1.092, H94 1.092, H95 1.092
90 C -5.38393 5.33657 7.51307  C89 1.506, C91 1.505, O92 1.217
91 C -5.31756 4.93905 6.06261  C90 1.505, H96 1.092, H97 1.092, H98 1.092
92 O -4.44636 5.88529 8.06202  C90 1.217
93 H -6.56115 5.37075 9.29176  C89 1.092
94 H -7.49492 5.54995 7.79296  C89 1.092
95 H -6.83369 3.95143 8.26129  C89 1.092
96 H -6.09699 5.45645 5.49938  C91 1.092
97 H -5.43574 3.85743 5.96839  C91 1.092
98 H -4.34538 5.22176 5.65436  C91 1.092
99 C 5.59551 -5.27121 2.99069  C100 1.505, H103 1.092, H104 1.092, H105 1.092
100 C 4.74916 -6.39303 3.52955  C99 1.505, C101 1.506, O102 1.218
101 C 3.95615 -7.20186 2.53732  C100 1.506, H106 1.092, H107 1.092, H108 1.092
102 O 4.70685 -6.63749 4.72234  C100 1.218
103 H 6.10918 -4.77655 3.81748  C99 1.092
104 H 6.34348 -5.66784 2.30053  C99 1.092
105 H 4.96250 -4.53951 2.48402  C99 1.092
106 H 4.63106 -7.68452 1.82734  C101 1.092
107 H 3.25130 -6.55548 2.00985  C101 1.092
108 H 3.39416 -7.97439 3.06683  C101 1.092

Computed properties:
max |F| = 4.79 eV/Å
charge = 0
SMILES = CCP(CC)c1ccc2c(c1)C(=O)c1ccccc1C2=O.CC(C)=O.CC(C)=O.CC(C)=O.CC(C)=O.CC(C)=O.CC(C)=O.CC(C)=O

Number 1: HOMO energy -9.3 eV. Number 2: HOMO energy -7.7 eV.